Formula: C22H30F6N4O26
Source: the OMol25 dataset
Level of theory: ωB97M-V/def2-TZVPD

Each line ends with the Löwdin charge.
Positions of all 88 atoms, in Å:
C: -3.488 4.197 0.107  -0.0465
C: -4.936 4.064 0.607  -0.2931
O: -4.973 2.824 1.230  0.1499
C: -3.813 2.142 1.000  -0.5319
O: -3.601 1.029 1.346  0.1936
O: -2.926 2.928 0.362  0.0694
F: -5.779 4.035 -0.478  0.0453
H: -2.946 4.968 0.657  0.1403
H: -3.507 4.503 -0.937  0.1413
H: -5.266 4.851 1.277  0.1680
C: 3.154 -1.715 1.502  -0.0608
C: 4.544 -2.317 1.595  -0.2928
O: 4.903 -2.011 2.922  0.1422
C: 3.749 -1.924 3.657  -0.5564
O: 3.694 -1.822 4.831  0.1958
O: 2.683 -1.979 2.824  0.0550
F: 5.387 -1.667 0.732  0.0540
H: 2.464 -2.172 0.801  0.0971
H: 3.222 -0.645 1.302  0.1422
H: 4.648 -3.375 1.364  0.1667
C: -0.392 0.627 -0.126  -0.0298
C: -1.591 -0.006 -0.762  -0.2979
O: -1.743 -1.175 -0.015  0.1313
C: -0.482 -1.574 0.328  -0.5237
O: -0.153 -2.705 0.489  0.1413
O: 0.325 -0.500 0.419  0.0646
F: -1.308 -0.378 -2.059  0.0570
H: -0.631 1.227 0.752  0.1276
H: 0.219 1.223 -0.799  0.1406
H: -2.473 0.618 -0.792  0.1401
C: 3.136 2.741 -2.800  -0.0567
C: 2.531 2.607 -4.199  -0.3056
O: 2.827 3.810 -4.810  0.1361
C: 3.079 4.750 -3.845  -0.5482
O: 3.194 5.909 -4.042  0.1895
O: 3.193 4.154 -2.650  0.0788
F: 1.152 2.525 -4.053  0.0317
H: 4.145 2.325 -2.849  0.1440
H: 2.521 2.245 -2.063  0.1164
H: 2.851 1.771 -4.809  0.1592
C: -5.718 1.316 -4.010  -0.0368
C: -4.267 1.034 -4.371  -0.3183
O: -4.316 -0.211 -4.971  0.1297
C: -5.544 -0.805 -4.714  -0.5415
O: -5.845 -1.855 -5.151  0.1995
O: -6.267 -0.008 -3.922  0.0846
F: -3.501 0.987 -3.238  0.0544
H: -6.226 1.867 -4.806  0.1409
H: -5.926 1.819 -3.071  0.1369
H: -3.841 1.752 -5.065  0.1675
C: 0.544 -5.342 2.125  -0.0267
C: 1.784 -5.561 1.274  -0.2878
O: 2.830 -5.612 2.180  0.1267
C: 2.411 -5.143 3.409  -0.5482
O: 3.155 -4.966 4.308  0.2011
O: 1.083 -5.010 3.425  0.0945
F: 2.015 -4.480 0.442  0.0283
H: 0.023 -6.279 2.332  0.1426
H: -0.136 -4.577 1.769  0.0988
H: 1.751 -6.436 0.629  0.1675
C: 2.653 4.673 1.867  0.0552
N: 1.213 4.619 1.548  -0.4356
O: 0.683 3.519 1.532  0.0369
O: 0.636 5.659 1.307  0.0751
H: 2.893 5.627 2.321  0.1023
H: 3.244 4.499 0.971  0.1069
H: 2.883 3.858 2.548  0.0698
C: -2.900 -4.260 1.102  0.0405
N: -3.549 -3.378 2.095  -0.4393
O: -2.908 -2.437 2.501  0.0824
O: -4.644 -3.715 2.497  0.0713
H: -3.602 -4.724 0.417  0.1020
H: -2.417 -5.049 1.672  0.0938
H: -2.185 -3.684 0.522  0.0660
C: 1.817 -2.481 -2.553  0.0702
N: 1.980 -1.008 -2.766  -0.4295
O: 2.610 -0.427 -1.907  0.0553
O: 1.637 -0.529 -3.823  0.0815
H: 2.767 -2.859 -2.938  0.1104
H: 0.986 -2.869 -3.125  0.1049
H: 1.835 -2.654 -1.484  0.0690
C: 1.254 1.152 3.940  0.0347
N: 2.605 1.442 4.424  -0.4383
O: 2.831 1.288 5.598  0.0994
O: 3.417 1.814 3.590  0.0370
H: 0.659 2.068 3.966  0.0986
H: 0.747 0.505 4.652  0.1069
H: 1.233 0.751 2.935  0.0833

For the energy relative to the best compared isomer or geometry (same formula, charge and spin), the calculation gives 0.0 kcal/mol. The multiplicity is 1. The LUMO energy is -0.38 eV. The gap between HOMO and LUMO is 10.779 eV.